Arrangement one

{
  "formula": "C4H3NO",
  "method": "ωB97M-V with the def2-TZVPD basis set",
  "smiles": "C=CC(=O)C#N",
  "lumo_energy_ev": -1.0,
  "e_homo_ev": -10.751,
  "molar_mass_g_mol": 81.1,
  "symbols": ["C", "C", "C", "C", "N", "O", "H", "H", "H"],
  "positions_angstrom": [[2.0634, 0.3483, 0.1130], [-1.5512, -0.2489, -0.1056], [-0.3780, 0.3159, 0.2131], [0.9502, -0.5750, -0.1330], [2.5937, 1.3246, 0.3506], [0.7975, -1.6917, -0.5636], [-2.3504, 0.3478, 0.2884], [-1.7620, -1.2058, -0.4561], [-0.3631, 1.3849, 0.2932]]
}

***

Arrangement two

{
  "formula": "C4H3NO",
  "method": "ωB97M-V with the def2-TZVPD basis set",
  "lumo_energy_ev": [0.0, -0.5],
  "e_homo_ev": [-7.198, -7.694],
  "molar_mass_g_mol": 81.1,
  "symbols": ["C", "C", "C", "C", "N", "O", "H", "H", "H"],
  "positions_angstrom": [[-0.5018, -0.3731, -0.8471], [0.7626, -0.0165, -0.3019], [-1.6977, -0.2782, -0.3111], [0.1662, 0.7099, 1.9647], [0.9463, 0.4577, 0.9574], [-2.7840, -0.1982, 0.1043], [-0.4686, -0.8152, -1.8302], [1.6425, -0.1101, -0.9141], [1.9345, 0.6235, 1.1780]]
}

***

Arrangement three

{
  "formula": "C4H3NO",
  "method": "ωB97M-V with the def2-TZVPD basis set",
  "smiles": "N=C=C=O.C#C",
  "lumo_energy_ev": -0.2,
  "e_homo_ev": -8.059,
  "molar_mass_g_mol": 81.1,
  "symbols": ["C", "C", "C", "C", "N", "O", "H", "H", "H"],
  "positions_angstrom": [[0.0702, -0.7437, 1.0305], [1.1625, -0.2354, 1.0368], [-0.7869, 0.2882, -0.9437], [-0.4244, 1.1516, 0.1076], [-0.2368, -0.1150, -1.9816], [-0.6885, 1.9165, 0.9657], [-0.5403, -1.6127, 1.3646], [2.0319, 0.3185, 0.8689], [-0.5878, -0.9682, -2.4489]]
}

***

Going by the energies, arrangement one is most stable and the next is 3.163 eV up.

***

Arrangement one

{
  "formula": "C4H3NO",
  "method": "ωB97M-V with the def2-TZVPD basis set",
  "lumo_energy_ev": -1.0,
  "e_homo_ev": -9.070,
  "molar_mass_g_mol": 81.1,
  "symbols": ["C", "C", "C", "C", "N", "O", "H", "H", "H"],
  "positions_angstrom": [[-0.9474, -0.0288, 0.2405], [-0.5161, -1.2622, 0.2573], [0.3015, 0.7430, -0.1224], [1.3662, -0.2634, -0.3832], [0.3584, 1.9739, -0.1608], [0.8363, -1.3697, -0.0629], [-1.9453, 0.2791, 0.1966], [-0.7772, -2.2765, 0.3021], [1.3236, 2.2047, -0.2671]]
}

***

Arrangement two

{
  "formula": "C4H3NO",
  "method": "ωB97M-V with the def2-TZVPD basis set",
  "lumo_energy_ev": -1.4,
  "e_homo_ev": -10.628,
  "molar_mass_g_mol": 81.1,
  "symbols": ["C", "C", "C", "C", "H", "H", "H", "N", "O"],
  "positions_angstrom": [[-1.6301, -0.2628, 0.2500], [-0.9426, 1.0007, -0.0403], [0.4047, 1.1357, -0.1706], [1.4427, 0.0886, -0.0162], [-2.6825, -0.2028, 1.3581], [-1.5141, 1.9211, -0.0428], [0.7406, 2.1092, -0.2626], [2.2895, -0.6745, 0.2292], [-1.0274, -1.3600, -0.3493]]
}

***

Going by the energies, arrangement one is most stable and the next is 0.056 eV up.

***

Arrangement one

{
  "formula": "C36H40N2O11P4SV",
  "method": "ωB97M-V with the def2-TZVPD basis set",
  "multiplicity": 2,
  "charge": 2,
  "s_squared": 0.764,
  "lumo_energy_ev": [-7.9, -7.3],
  "e_homo_ev": [-12.791, -12.791],
  "molar_mass_g_mol": 883.6,
  "symbols": ["V", "N", "P", "C", "C", "C", "C", "C", "C", "C", "C", "C", "C", "C", "C", "P", "C", "C", "C", "C", "C", "C", "C", "C", "C", "C", "C", "C", "H", "H", "H", "H", "H", "H", "H", "H", "H", "H", "H", "H", "H", "H", "H", "H", "H", "H", "H", "H", "H", "C", "C", "O", "P", "O", "O", "O", "P", "O", "O", "O", "H", "H", "H", "H", "H", "H", "H", "C", "C", "C", "C", "C", "C", "C", "S", "O", "O", "N", "C", "C", "C", "O", "O", "H", "H", "H", "H", "H", "H", "H", "H", "H", "H", "H", "H"],
  "positions_angstrom": [[1.6192, -0.8945, 1.1258], [-0.3098, 1.9360, 1.0600], [1.3036, 1.4290, 0.8868], [2.1844, 2.6967, 1.8133], [1.4982, 3.6717, 2.5345], [2.2038, 4.7151, 3.1138], [3.5852, 4.7738, 2.9935], [4.2726, 3.7863, 2.2978], [3.5769, 2.7482, 1.7054], [1.8311, 1.6601, -0.8296], [1.6765, 2.9001, -1.4450], [2.0634, 3.0628, -2.7636], [2.6242, 2.0021, -3.4606], [2.8203, 0.7775, -2.8405], [2.4227, 0.6033, -1.5281], [-1.7097, 0.8906, 1.1587], [-3.0036, 2.1724, 1.1972], [-3.0841, 3.0709, 2.2625], [-4.0609, 4.0519, 2.2532], [-4.9565, 4.1403, 1.1942], [-4.8783, 3.2464, 0.1371], [-3.9031, 2.2598, 0.1399], [-1.6401, 0.4102, 2.9159], [-2.7099, -0.3659, 3.3665], [-2.7718, -0.7685, 4.6885], [-1.7596, -0.4067, 5.5690], [-0.7061, 0.3795, 5.1316], [-0.6358, 0.7827, 3.8060], [-0.5019, 2.7569, 0.4937], [0.4218, 3.6218, 2.6321], [1.6753, 5.4841, 3.6605], [4.1282, 5.5955, 3.4406], [5.3498, 3.8382, 2.2164], [4.1028, 1.9868, 1.1406], [1.2626, 3.7400, -0.8974], [1.9352, 4.0200, -3.2497], [2.9096, 2.1306, -4.4946], [3.2735, -0.0369, -3.3895], [2.5862, -0.3571, -1.0374], [-2.3977, 2.9867, 3.0964], [-4.1278, 4.7488, 3.0784], [-5.7158, 4.9104, 1.1912], [-5.5736, 3.3172, -0.6883], [-3.8478, 1.5454, -0.6737], [-3.4967, -0.6481, 2.6749], [-3.6033, -1.3619, 5.0433], [-1.7950, -0.7367, 6.5986], [0.0588, 0.6951, 5.8300], [0.1924, 1.4015, 3.4800], [3.9661, -3.4681, 4.2645], [3.6047, -2.8548, 2.9251], [4.5471, -3.1465, 1.8963], [3.7523, -1.0307, 2.8797], [2.9508, -0.2520, 3.9769], [5.2335, -0.6685, 3.2461], [3.3561, -0.4840, 1.5132], [1.8317, -3.2488, 2.4375], [1.9810, -3.4699, 0.8493], [1.2111, -4.3438, 3.1598], [1.2413, -1.7975, 2.5842], [4.9721, -3.1745, 4.5642], [3.9235, -4.5546, 4.1783], [3.2468, -3.1775, 5.0319], [4.7224, -4.0961, 1.8674], [3.3792, -0.2010, 4.8484], [5.9294, -1.0694, 2.6952], [1.6386, -4.3543, 0.6290], [-3.1103, -5.2431, -7.0604], [-2.7940, -3.8473, -6.6145], [-1.4706, -3.4156, -6.5268], [-1.1640, -2.1512, -6.0525], [-2.1971, -1.3062, -5.6801], [-3.5244, -1.6878, -5.8041], [-3.8134, -2.9549, -6.2743], [-1.8073, 0.1758, -4.8040], [-2.7403, 1.2246, -5.0617], [-0.3955, 0.4215, -4.8944], [-2.1343, -0.3345, -3.2253], [-1.0358, -0.7149, -2.3596], [-1.4720, -1.8394, -1.4187], [-0.6050, -2.0831, -0.2029], [-0.7043, -3.0398, 0.5020], [0.3763, -1.1528, 0.1209], [-2.3108, -5.9272, -6.7809], [-3.2145, -5.2823, -8.1469], [-4.0464, -5.5933, -6.6293], [-0.6741, -4.0856, -6.8257], [-0.1422, -1.8049, -5.9697], [-4.3102, -0.9931, -5.5367], [-4.8446, -3.2704, -6.3681], [-2.8451, 0.2470, -2.7998], [-0.6652, 0.1320, -1.7769], [-0.2135, -1.0479, -2.9947], [-1.5491, -2.7850, -1.9564], [-2.4693, -1.6186, -1.0354]]
}

***

Arrangement two

{
  "formula": "C36H40N2O11P4SV",
  "method": "ωB97M-V with the def2-TZVPD basis set",
  "multiplicity": 2,
  "charge": 2,
  "s_squared": 0.767,
  "lumo_energy_ev": [-7.5, -6.9],
  "e_homo_ev": [-12.893, -12.893],
  "molar_mass_g_mol": 883.6,
  "symbols": ["V", "N", "P", "C", "C", "C", "C", "C", "C", "C", "C", "C", "C", "C", "C", "P", "C", "C", "C", "C", "C", "C", "C", "C", "C", "C", "C", "C", "H", "H", "H", "H", "H", "H", "H", "H", "H", "H", "H", "H", "H", "H", "H", "H", "H", "H", "H", "H", "H", "C", "C", "O", "P", "O", "O", "O", "P", "O", "O", "O", "H", "H", "H", "H", "H", "H", "H", "C", "C", "C", "C", "C", "C", "C", "S", "O", "O", "N", "C", "C", "C", "O", "O", "H", "H", "H", "H", "H", "H", "H", "H", "H", "H", "H", "H"],
  "positions_angstrom": [[-0.2077, 0.8294, -0.2848], [-1.5207, -2.1857, -1.1526], [-1.2161, -0.7063, -1.8324], [-2.6993, -0.2492, -2.7311], [-3.8613, -1.0091, -2.6214], [-4.9603, -0.6912, -3.4087], [-4.9049, 0.3807, -4.2859], [-3.7484, 1.1492, -4.3868], [-2.6459, 0.8359, -3.6147], [0.1107, -0.8070, -3.0350], [-0.0076, -1.7554, -4.0515], [1.0203, -1.9151, -4.9659], [2.1558, -1.1185, -4.8863], [2.2637, -0.1428, -3.9054], [1.2425, 0.0079, -2.9825], [-0.9459, -2.7878, 0.4210], [-1.5961, -4.4698, 0.3052], [-2.9653, -4.7495, 0.2447], [-3.4005, -6.0576, 0.1320], [-2.4733, -7.0956, 0.0812], [-1.1150, -6.8286, 0.1440], [-0.6763, -5.5151, 0.2567], [-2.1682, -1.9748, 1.5062], [-1.9930, -2.1879, 2.8755], [-2.8591, -1.6201, 3.7932], [-3.9134, -0.8236, 3.3562], [-4.0993, -0.6113, 2.0014], [-3.2275, -1.1828, 1.0789], [-1.5061, -2.9244, -1.8539], [-3.9088, -1.8399, -1.9300], [-5.8605, -1.2862, -3.3350], [-5.7623, 0.6164, -4.9023], [-3.7073, 1.9805, -5.0777], [-1.7360, 1.4143, -3.7207], [-0.8971, -2.3712, -4.1329], [0.9367, -2.6631, -5.7424], [2.9629, -1.2598, -5.5922], [3.1431, 0.4843, -3.8561], [1.3657, 0.7882, -2.2318], [-3.6870, -3.9427, 0.3077], [-4.4594, -6.2754, 0.0927], [-2.8166, -8.1182, -0.0031], [-0.3986, -7.6379, 0.1074], [0.3853, -5.3043, 0.3179], [-1.1728, -2.8066, 3.2261], [-2.7182, -1.7996, 4.8505], [-4.5882, -0.3778, 4.0746], [-4.9382, -0.0191, 1.6571], [-3.4147, -1.0279, 0.0217], [-1.9061, 4.8546, 1.5905], [-0.9698, 3.9608, 0.7874], [0.0347, 4.6771, 0.0786], [-1.8069, 3.2169, -0.6597], [-3.1171, 2.4441, -0.3267], [-2.2926, 4.3497, -1.6125], [-0.8192, 2.2320, -1.3673], [-0.2701, 2.5812, 1.8758], [1.2021, 2.3915, 1.2523], [-0.3635, 2.7932, 3.3049], [-1.0398, 1.3296, 1.2047], [-2.3508, 5.6202, 0.9550], [-1.3321, 5.3340, 2.3846], [-2.6915, 4.2774, 2.0807], [0.4790, 5.3083, 0.6635], [-3.9293, 2.9648, -0.2640], [-1.6295, 4.9888, -1.9097], [1.8428, 2.4583, 1.9795], [9.8754, -3.2132, -0.4707], [8.4603, -3.3372, -0.9719], [7.8463, -2.2809, -1.6356], [6.5406, -2.3840, -2.0936], [5.8495, -3.5707, -1.8892], [6.4468, -4.6494, -1.2453], [7.7474, -4.5230, -0.7956], [4.1573, -3.6711, -2.3234], [3.8545, -5.0057, -2.7436], [3.8554, -2.5278, -3.1446], [3.3171, -3.4906, -0.9144], [2.7137, -2.2004, -0.6327], [2.6446, -1.9603, 0.8726], [1.7361, -0.8540, 1.2676], [1.6136, -0.3283, 2.3078], [0.8918, -0.3423, 0.1647], [10.1104, -2.1853, -0.1985], [10.5828, -3.5176, -1.2442], [10.0439, -3.8497, 0.3966], [8.4011, -1.3658, -1.8050], [6.0677, -1.5699, -2.6243], [5.9042, -5.5774, -1.1212], [8.2244, -5.3606, -0.3014], [2.7278, -4.3008, -0.7748], [1.7142, -2.1225, -1.0707], [3.3223, -1.4372, -1.1157], [3.6197, -1.7284, 1.3021], [2.2697, -2.8466, 1.3922]]
}

***

Going by the energies, arrangement two is most stable and the next is 1.020 eV up.

***

Arrangement one

{
  "formula": "C5H14NP",
  "method": "ωB97M-V with the def2-TZVPD basis set",
  "smiles": "CPN(C)C(C)C",
  "lumo_energy_ev": 1.1,
  "e_homo_ev": -8.068,
  "molar_mass_g_mol": 119.1,
  "symbols": ["C", "C", "C", "C", "C", "N", "P", "H", "H", "H", "H", "H", "H", "H", "H", "H", "H", "H", "H", "H", "H"],
  "positions_angstrom": [[-1.9265, -0.5644, -0.4945], [0.1727, -1.9814, -0.9161], [0.2374, 1.6167, -0.9517], [1.6993, 1.0833, 2.1169], [-0.4549, -0.6507, -0.9347], [0.4012, 0.3096, -0.2575], [-0.0528, 0.5080, 1.5812], [-2.0692, 0.4599, -0.1115], [-2.5398, -0.7644, -1.3461], [-2.1599, -1.2924, 0.2802], [0.4730, -2.3286, 0.1701], [1.1331, -2.0637, -1.5397], [-0.6662, -2.6996, -1.1225], [-0.7806, 1.8405, -1.1854], [0.3838, 2.4427, -0.1360], [0.8650, 1.6161, -1.7866], [2.1314, 1.2820, 1.1988], [1.9511, 0.3256, 2.8291], [1.5850, 1.9917, 2.6534], [-0.5510, -0.3299, -1.9860], [0.1677, -0.8011, 1.9386]]
}

***

Arrangement two

{
  "formula": "C5H14NP",
  "method": "ωB97M-V with the def2-TZVPD basis set",
  "smiles": "CPNC(C)(C)C",
  "lumo_energy_ev": 1.0,
  "e_homo_ev": -8.080,
  "molar_mass_g_mol": 119.1,
  "symbols": ["C", "C", "C", "C", "C", "N", "P", "H", "H", "H", "H", "H", "H", "H", "H", "H", "H", "H", "H", "H", "H"],
  "positions_angstrom": [[-0.1816, -1.9383, 1.0218], [1.3387, -0.4835, -0.3478], [0.5476, 0.3821, 1.9453], [-0.6628, 1.2647, -2.4908], [0.2121, -0.3837, 0.6678], [-1.0200, 0.1062, 0.1078], [-0.8095, 1.7131, -0.7134], [-1.2674, -2.0261, 1.2063], [0.0020, -2.4718, 0.1565], [0.5599, -2.1905, 1.7943], [1.9368, 0.3660, -0.7258], [0.9948, -1.1427, -1.1109], [2.0931, -1.0329, 0.1942], [0.1222, -0.0957, 2.8604], [1.6307, 0.5237, 2.0361], [0.0320, 1.3537, 1.8525], [-0.7960, 2.1399, -3.0322], [-1.2303, 0.3403, -2.7850], [0.3978, 1.0466, -2.7781], [-1.7055, 0.4479, 0.7872], [-2.1947, 2.0809, -0.6463]]
}

***

Going by the energies, arrangement two is most stable and the next is 0.743 eV up.